Below is C39H86B3Br20ClN3O5P2S as an isolated structure at a distorted geometry, with properties calculated with wB97M-V/def2-TZVPD.

Structure (XYZ):
```
160
Properties=species:S:1:pos:R:3:forces:R:3:lowdin_charge:R:1
C 3.14030 1.40555 -0.62559 0.3 -1.4 0.6 -0.135
C 2.90638 0.28157 -1.84581 2.0 1.2 -0.6 -0.210
C 1.72209 0.68683 -2.88092 0.4 2.0 0.4 -0.156
C 0.43549 -0.29421 -3.06303 0.3 0.5 0.7 -0.267
B -0.00706 -0.64156 -1.51603 -0.8 -0.9 2.8 -0.354
O -0.36305 -1.92994 -0.91849 -0.9 1.7 -2.0 -0.028
C -0.19025 0.51730 -0.31448 -0.9 -0.2 0.4 -0.158
C 0.57907 0.04925 1.09320 -0.4 -0.8 -0.2 -0.159
N -0.63584 0.67202 -3.50236 -0.5 -1.8 -0.4 0.007
C -1.96214 0.09060 -3.87917 -1.7 2.9 -0.6 -0.247
C -3.05716 0.65888 -2.79855 -1.6 1.2 0.4 -0.143
C -3.38139 2.29192 -3.05252 1.3 -0.5 -0.2 -0.080
C -2.00965 -1.46635 -4.34047 -1.3 1.2 -0.3 -0.152
B -2.62326 -2.59291 -3.35260 -0.7 -3.6 2.4 -0.322
O -2.15439 -4.00919 -3.13847 0.6 3.8 0.8 -0.027
C -4.06045 -2.51553 -2.48921 -1.4 0.5 0.0 -0.141
C -3.87609 -2.17258 -0.90112 -1.2 -0.8 0.5 -0.151
B -3.32443 -1.50608 -5.39773 -3.4 0.0 -2.5 -0.460
O -4.46551 -0.52541 -5.34993 2.0 -2.6 1.5 0.059
O -3.54050 -2.50641 -6.45781 0.1 1.1 2.9 -0.102
C -4.67557 -3.39147 -6.21060 -1.0 -2.4 0.1 -0.076
N -0.66513 -1.72059 -5.03504 0.3 -1.6 0.6 -0.572
Cl -0.58702 -3.32962 -5.77068 -0.5 -0.5 0.3 0.891
P -0.51214 -0.81212 -6.60657 0.1 2.2 -4.7 0.275
S -0.12757 1.04762 -6.66407 -0.2 0.7 0.4 0.269
C 0.57909 -1.57863 -4.12996 2.8 0.1 1.1 -0.387
C 1.33791 -2.83618 -3.50395 2.5 -1.3 2.0 -0.218
C 0.83799 -4.16180 -2.82159 -0.6 -3.2 0.0 -0.197
C 2.10954 -5.20825 -2.48730 -0.3 -0.7 -0.2 -0.353
C 3.45888 -4.53097 -1.92026 0.8 0.8 -0.8 -0.117
C 2.39032 -6.12352 -3.85440 -0.2 0.6 -0.5 -0.101
P 2.06687 -1.15004 -5.36963 3.1 1.0 -1.5 0.891
N 2.41784 -2.44692 -6.53309 0.2 0.3 1.3 -0.218
O 3.60977 -1.21604 -4.49870 -1.6 1.4 -0.7 -0.334
H 4.07823 2.10790 -0.84755 -2.4 -1.5 0.4 0.048
H 3.38493 0.74239 0.33575 -0.4 1.7 -1.9 0.085
H 2.16989 2.00083 -0.36345 2.0 -1.0 -0.7 0.045
H 3.92251 0.38059 -2.47149 -2.2 -0.5 1.4 0.105
H 2.92679 -0.79712 -1.42004 -0.5 1.8 -0.8 0.102
H 1.29216 1.68738 -2.37340 0.6 -2.4 -1.2 0.125
H 2.16391 1.16543 -3.88190 -1.1 -1.5 1.9 0.125
H -1.16351 -1.89348 -0.32149 1.6 0.3 -0.5 0.048
H -1.34666 0.47570 -0.01645 2.2 0.3 -0.7 0.092
H 0.02699 1.60173 -0.64068 -0.3 -1.6 0.8 0.074
H 1.42604 -0.75274 0.85491 -1.6 2.0 0.6 0.090
H -0.20275 -0.52488 1.77371 1.7 1.3 -1.5 0.005
H 0.97040 0.96772 1.70207 -0.6 -1.8 -1.3 0.065
H -0.78981 1.46203 -2.84806 0.4 -1.0 -0.5 0.106
H -2.26980 0.70993 -4.86490 0.7 -1.5 2.0 0.116
H -2.73442 0.60503 -1.67783 -0.3 -0.3 -2.1 0.095
H -4.13388 0.21830 -2.88019 2.3 0.4 0.0 0.110
H -4.18787 2.65949 -2.27508 1.5 -0.9 -2.0 0.070
H -3.68507 2.42291 -4.17297 0.2 -0.1 2.2 0.094
H -2.39869 2.93624 -2.89538 -2.0 -1.2 -0.2 0.092
H -1.95056 -4.01371 -2.13644 -0.7 -0.4 -2.1 0.034
H -4.85486 -1.78580 -2.92306 1.4 -1.0 0.8 0.070
H -4.64192 -3.56344 -2.50067 1.7 2.2 -0.2 0.142
H -4.96431 -1.97093 -0.45127 2.4 -0.4 -1.0 0.075
H -3.51156 -3.16896 -0.37094 -0.6 2.4 -1.0 -0.019
H -3.23865 -1.23529 -0.64152 -0.9 -1.8 -0.6 0.067
H -5.25368 -0.92087 -4.88119 1.2 0.7 -0.9 0.107
H -4.24092 -4.38268 -5.71110 -1.0 2.1 -1.0 0.128
H -5.24347 -3.74975 -7.19880 1.6 1.2 2.0 0.130
H -5.49639 -2.99363 -5.48350 1.6 -0.3 -1.3 0.105
H 0.36698 -1.48694 -7.57910 -0.7 -0.1 1.8 0.006
H -1.69730 -0.92146 -7.47557 0.3 -0.8 1.7 0.046
H 2.17967 -3.36214 -4.18825 -2.1 1.7 0.8 0.093
H 2.07301 -2.31561 -2.70440 -1.8 -0.9 -1.8 0.130
H 0.23682 -4.84759 -3.59735 1.1 1.8 1.7 0.101
H 0.21121 -4.18447 -1.85321 1.1 0.9 -1.8 0.022
H 1.70822 -5.96692 -1.68295 0.7 1.6 -1.5 0.106
H 4.22702 -5.31532 -1.51139 -1.6 1.4 -0.8 0.090
H 4.00459 -3.97976 -2.82772 -1.0 -1.1 1.9 0.090
H 3.31902 -3.69205 -1.09528 0.0 -1.9 -1.6 0.088
H 2.13179 -5.46780 -4.81280 0.6 -1.3 1.9 0.066
H 3.51695 -6.43110 -3.96924 -2.2 0.4 0.4 0.084
H 1.66181 -7.06319 -3.92645 1.7 2.0 0.4 0.097
H 3.07084 -3.17741 -6.16793 -0.7 0.8 -0.6 0.047
H 2.78943 -2.01424 -7.41469 -0.4 -0.5 1.4 0.060
H 4.05922 -0.30419 -4.56044 -1.3 -1.9 0.1 0.080
Br 3.29722 4.40705 1.52738 0.0 -0.3 0.1 0.573
C 5.22111 4.71023 1.41764 0.1 0.2 0.2 -0.673
C 5.56130 5.66506 0.29648 0.3 0.0 0.0 -0.755
Br 5.46319 4.77949 -1.43837 -0.1 0.1 0.0 0.607
H 5.69351 3.73041 1.31271 -0.1 0.2 -0.1 0.056
H 5.49625 5.13980 2.38611 0.0 0.0 -0.2 0.017
H 6.59697 6.00679 0.38352 -0.3 -0.1 0.0 -0.007
H 4.89892 6.53361 0.24982 0.3 -0.4 0.1 -0.075
Br 0.08865 -7.91933 0.41267 0.1 0.2 0.0 0.626
C 0.38801 -6.40465 1.60492 0.0 -0.3 0.1 -0.675
C -0.88373 -5.61595 1.81718 0.0 0.1 0.2 -0.640
Br -1.28558 -4.49626 0.27175 0.2 -0.4 0.3 0.802
H 1.19931 -5.81351 1.17300 -0.3 0.0 0.1 0.053
H 0.72810 -6.84760 2.54634 -0.1 0.2 -0.1 0.066
H -0.76858 -4.91825 2.65201 0.0 -0.1 -0.2 0.010
H -1.76058 -6.24493 1.99274 0.3 0.1 -0.1 0.049
Br 2.46995 7.37439 0.03289 -0.1 0.4 0.0 0.643
C 2.70717 9.28864 -0.25817 -0.3 -0.1 -0.2 -0.663
C 3.83867 9.55911 -1.22304 0.0 0.3 0.0 -0.664
Br 5.57214 9.33649 -0.35754 0.0 -0.1 -0.1 0.661
H 2.85442 9.74528 0.72366 0.1 -0.1 -0.3 0.054
H 1.75517 9.63226 -0.67503 0.2 0.0 0.0 0.060
H 3.81871 10.60089 -1.55661 0.0 -0.2 0.1 0.060
H 3.83090 8.90176 -2.09662 0.0 0.1 0.3 0.059
Br 0.24692 -2.52283 4.08388 0.1 0.0 -0.1 0.643
C 0.54628 -1.00815 5.27612 0.0 -0.2 0.3 -0.688
C -0.72546 -0.21945 5.48839 0.0 0.3 0.1 -0.660
Br -1.12731 0.90024 3.94295 -0.2 0.0 0.3 0.642
H 1.35757 -0.41702 4.84420 -0.2 -0.1 0.1 0.044
H 0.88637 -1.45110 6.21755 -0.1 0.1 -0.2 0.014
H -0.61031 0.47824 6.32321 0.1 -0.2 -0.1 0.037
H -1.60232 -0.84844 5.66394 0.3 0.1 -0.1 0.058
Br -3.85700 -3.27844 2.40954 -0.2 0.0 0.3 0.660
C -5.28403 -4.43708 3.06257 0.2 0.0 0.3 -0.654
C -5.36668 -5.71166 2.25446 -0.3 -0.1 0.0 -0.668
Br -6.22243 -5.39927 0.53002 0.2 0.0 0.0 0.636
H -6.20566 -3.85016 3.04439 0.2 -0.2 -0.1 0.044
H -5.01826 -4.65638 4.10152 -0.1 0.0 -0.2 0.064
H -6.00191 -6.44599 2.75864 0.1 0.2 0.0 0.065
H -4.39085 -6.16042 2.05031 -0.2 0.2 0.1 0.043
Br -5.30013 1.48350 1.64812 0.1 0.0 0.1 0.626
C -5.06291 3.39774 1.35706 -0.3 0.0 -0.1 -0.670
C -3.93141 3.66821 0.39219 0.1 0.2 0.1 -0.685
Br -2.19794 3.44559 1.25769 0.0 -0.1 -0.1 0.622
H -4.91565 3.85439 2.33889 0.1 -0.1 -0.3 0.058
H -6.01491 3.74137 0.94021 0.2 0.0 0.0 0.063
H -3.95137 4.70999 0.05862 -0.1 -0.2 0.1 0.067
H -3.93918 3.01087 -0.48139 -0.1 0.2 0.4 -0.001
Br -10.28100 -2.20782 1.44952 0.2 -0.1 0.0 0.621
C -8.35711 -1.90465 1.33978 -0.2 0.1 0.3 -0.705
C -8.01692 -0.94982 0.21862 0.3 0.0 0.0 -0.701
Br -8.11503 -1.83538 -1.51623 0.0 0.0 0.0 0.597
H -7.88471 -2.88446 1.23485 -0.1 0.2 -0.1 0.003
H -8.08197 -1.47508 2.30824 0.0 0.0 -0.2 0.060
H -6.98125 -0.60809 0.30566 -0.2 -0.1 0.0 -0.007
H -8.67930 -0.08126 0.17195 0.1 -0.3 0.1 0.057
Br 1.70959 2.56728 7.11061 -0.1 0.3 -0.1 0.615
C 2.76434 2.53383 5.46997 -0.2 -0.2 -0.1 -0.675
C 4.05007 1.76281 5.66193 0.2 0.1 -0.2 -0.704
Br 5.36331 2.81534 6.64739 -0.1 -0.1 0.0 0.607
H 2.92106 3.57279 5.16963 0.0 -0.3 0.1 0.049
H 2.12514 2.03905 4.73189 0.1 0.1 0.1 0.038
H 4.52010 1.55268 4.69658 -0.1 0.1 0.1 0.059
H 3.91676 0.82534 6.20845 0.0 0.3 -0.1 -0.019
Br 8.09764 7.20522 2.40588 0.0 0.1 0.0 0.663
C 7.34702 8.84140 3.15741 0.3 0.1 0.1 -0.673
C 6.39109 8.53587 4.28758 -0.2 0.2 0.1 -0.673
Br 4.67743 7.89827 3.60906 0.1 -0.1 0.0 0.629
H 6.88436 9.38895 2.33258 0.0 -0.2 0.2 0.008
H 8.20951 9.40653 3.52470 -0.2 -0.1 0.0 0.063
H 6.15486 9.44546 4.84777 0.1 -0.1 -0.1 0.061
H 6.76435 7.77505 4.97833 0.0 0.2 -0.2 0.056
Br 0.65901 -1.03315 11.25746 0.1 -0.1 -0.1 0.602
C 2.58290 -0.72998 11.14772 -0.1 0.1 0.2 -0.692
C 2.92309 0.22485 10.02656 0.3 0.1 0.0 -0.668
Br 2.82497 -0.66071 8.29171 0.0 -0.2 0.2 0.641
H 3.05529 -1.70979 11.04279 -0.1 0.3 -0.1 0.054
H 2.85803 -0.30041 12.11618 0.0 0.0 -0.3 0.062
H 3.95876 0.56658 10.11360 -0.2 -0.1 0.0 0.067
H 2.26071 1.09341 9.97989 0.1 -0.3 0.0 0.041
```
Positions in Å, forces in eV/Å.

Its calculated total energy is -1501347.2631 eV. The total charge is +1. The frontier orbital gap is 7.04 eV. The strongest force on any atom is 5.1 eV Å⁻¹.